# 1
{"formula": "C6H8ClN2O2", "method": "the ωB97M-V functional and the def2-TZVPD basis", "species": ["N", "H", "C", "O", "Cl", "C", "C", "H", "C", "H", "H", "N", "C", "H", "O", "H", "C", "H", "H"], "xyz": [[1.181, 0.544, 0.563], [0.843, 1.180, 1.277], [-1.884, 0.318, 0.850], [-3.995, -0.304, 1.252], [-0.190, -1.490, 2.252], [0.164, 0.780, -0.539], [-0.057, -0.525, -1.106], [-1.510, 2.064, -0.167], [-1.094, 1.109, 0.129], [0.204, -0.709, -2.131], [0.432, 1.606, -1.333], [-3.206, 0.603, 1.420], [-0.705, -1.525, -0.458], [1.020, -0.489, 0.952], [-3.417, 1.684, 1.890], [-2.168, -1.932, 1.086], [-1.355, -1.382, 0.858], [2.166, 0.663, 0.355], [-0.750, -2.579, -1.033]], "atomic_forces_ev_per_a": [[-0.47, -1.03, 0.62], [0.80, 0.13, 0.77], [2.63, -3.70, -0.46], [-0.09, -0.05, 0.34], [-0.32, -0.57, -0.08], [0.64, 0.86, -1.04], [-1.06, -3.37, -1.30], [0.04, 0.43, 0.51], [-3.23, 2.06, 0.89], [0.47, -0.14, -0.21], [0.00, -1.68, 1.94], [0.18, -0.28, -1.13], [0.83, -2.08, -2.49], [0.37, 2.23, -0.52], [0.11, 0.38, 0.31], [-2.48, -2.07, 0.54], [1.48, 6.04, 0.01], [0.18, 0.28, -0.27], [-0.08, 2.57, 1.58]], "mulliken_charge": [-0.245, 0.391, 0.351, -0.525, -0.160, 0.188, -0.684, 0.426, -0.881, 0.459, 0.506, 0.949, -0.362, 0.204, -0.512, 0.637, -0.398, 0.348, 0.309], "total_charge": 1, "largest_force_ev_per_a": 6.2, "multiplicity": 1, "homo_ev": -14.28, "smiles": "[NH3+][C@H]1C=C[C@@H](Cl)C([N+](=O)[O-])=C1", "lumo_energy_ha": -0.1796}

# 2
{"formula": "C3H7AlO", "method": "the ωB97M-V functional and the def2-TZVPD basis", "species": ["C", "C", "Al", "H", "H", "H", "C", "H", "H", "H", "H", "O"], "xyz": [[-20.748, 2.330, 18.580], [-22.419, 4.377, 18.570], [-22.720, 1.036, 22.612], [-22.871, 2.341, 17.842], [-20.215, 2.268, 19.524], [-20.237, 2.969, 17.862], [-22.307, 2.741, 18.706], [-21.763, 4.705, 17.760], [-20.828, 1.336, 18.116], [-22.124, 4.951, 19.447], [-23.450, 4.571, 18.279], [-22.849, 2.310, 19.720]], "atomic_forces_ev_per_a": [[1.20, 0.70, -0.11], [0.45, 3.39, -0.48], [-0.10, -0.17, 0.36], [0.03, 0.89, -0.61], [-0.12, 0.20, 0.09], [-0.13, 0.26, 0.22], [-0.57, -3.61, -2.49], [0.16, -0.83, -0.10], [-0.58, 0.03, 0.21], [-0.02, -0.73, 0.46], [-0.21, -0.69, 0.29], [-0.10, 0.56, 2.16]], "mulliken_charge": [-0.974, -0.840, 1.040, 0.299, 0.351, 0.393, 0.495, 0.377, 0.345, 0.373, 0.354, -0.215], "total_charge": 2, "largest_force_ev_per_a": 4.4, "multiplicity": 1, "homo_ev": -20.06, "lumo_energy_ha": -0.4940}